DFT (ωB97M-V/def2-TZVPD) results for a 2-piece molecular cluster, C5H11N2O2 overall in a non-equilibrium geometry.

Summary:
energy above the lowest of the compared OMol25 structures with the same formula, charge and spin = 388.7 kJ/mol
E_LUMO (spin up / spin down) = -0.151 / -0.115 hartree
HOMO (spin up / spin down) = -11.82 / -11.47 eV
max |F| = 0.0842 hartree/bohr
charge = +1

Structure (XYZ):
```
20
Properties=species:S:1:pos:R:3:forces:R:3
C 0.85327 -1.71111 -0.51897 1.83 -0.67 -2.59
C 0.63390 0.51917 -0.02780 0.86 -0.07 1.42
C -0.35692 -0.36953 0.74592 0.20 0.38 -1.80
C 1.73212 1.06188 0.89176 0.79 0.97 -0.65
C -2.83376 0.02664 -1.07854 -0.14 -1.12 -0.26
N 1.28557 -0.53301 -0.88550 0.79 2.48 -1.70
N -0.08382 -1.63997 0.33948 -1.98 -2.26 3.13
O -0.04487 1.50449 -0.69411 0.42 0.91 -1.15
O -0.89551 -0.27339 1.93553 -0.84 2.90 1.40
H 1.21132 -2.61769 -0.93780 0.13 -0.66 -0.25
H 2.16320 0.31755 1.53362 0.12 -0.57 0.20
H 1.41518 1.87908 1.50877 -0.71 0.32 0.45
H 2.56916 1.53066 0.32882 -0.46 -0.55 -0.10
H -3.24408 -0.95131 -1.48666 0.53 1.63 0.80
H -2.01936 0.54148 -1.54496 0.15 -0.13 -0.54
H -3.24256 0.58774 -0.25170 -0.48 -0.41 0.05
H 1.91991 -0.22612 -1.70979 -1.46 -1.31 2.13
H -0.43301 -2.48024 0.85633 0.24 1.15 -0.76
H 0.57163 2.14606 -1.13055 -0.65 -0.67 0.68
H -1.20137 0.68762 2.12613 0.64 -2.29 -0.45
```
Positions in Å, forces in eV/Å.

Taken from the natural (NBO) analysis, the atomic charges in e are: 0.3187, 0.3298, 0.4594, -0.6645, -0.5268, -0.5553, -0.5073, -0.6787, -0.6272, 0.2447, 0.2351, 0.2423, 0.2344, 0.1935, 0.1727, 0.1720, 0.4660, 0.4643, 0.4961, 0.5309